(1)
The following is a quantum chemistry calculation of 12 unconnected molecules or ions with the total composition C45H68N4O13, from OMol25.

Last column: Mulliken charge in e.
Element x y z (Å)
C: 1.367253 2.234955 -19.202371  -0.717
C: 0.994599 3.169089 -20.186770  -0.530
C: -0.372568 3.270009 -20.180089  -0.741
N: -0.855919 2.461697 -19.179972  0.237
C: 0.195293 1.813622 -18.599792  -0.534
H: 2.334658 1.908874 -18.857815  0.431
H: 1.667600 3.703998 -20.839394  0.556
H: -1.016260 3.890804 -20.781674  0.573
H: -1.847915 2.496011 -18.914647  0.538
H: 0.020623 1.187746 -17.739218  0.531
C: -7.900102 4.323452 -19.301790  1.250
C: -8.592122 3.165411 -18.878185  -1.786
C: -8.371993 2.221551 -19.857496  -0.632
N: -7.547824 2.747748 -20.803997  0.063
C: -7.237363 4.049659 -20.465910  -1.088
H: -7.900424 5.297737 -18.836402  0.333
H: -9.287877 3.036805 -18.066144  0.630
H: -8.793072 1.229949 -19.820925  0.386
H: -7.281584 2.301915 -21.661305  0.171
H: -6.609499 4.689792 -21.063124  0.554
C: -4.517342 11.286676 -20.309694  0.903
C: -5.450147 11.857293 -21.176224  -1.011
C: -6.464352 12.364958 -20.401825  -0.698
N: -6.193373 12.088920 -19.088590  0.119
C: -4.949704 11.467756 -19.019199  -1.541
H: -3.639115 10.719466 -20.574653  0.153
H: -5.365345 11.913772 -22.249096  0.563
H: -7.315084 12.968709 -20.674835  0.417
H: -6.751890 12.381662 -18.310759  0.224
H: -4.544004 11.176860 -18.063953  0.872
C: -3.668601 6.289355 -20.471995  -0.911
C: -3.743728 7.689859 -20.412200  0.372
C: -3.052056 8.099138 -19.295599  -1.001
N: -2.642508 6.969731 -18.613192  3.314
C: -2.993789 5.877555 -19.354784  -0.488
H: -4.082845 5.657685 -21.239404  -0.121
H: -4.126724 8.351522 -21.174125  -0.232
H: -2.990005 9.072233 -18.831382  -0.442
H: -2.239136 6.918435 -17.690468  -0.671
H: -2.760403 4.910610 -18.937526  0.416
O: -3.086685 6.216270 -25.075454  -0.538
C: -3.344439 5.065452 -24.878068  0.410
C: -4.083753 4.405324 -23.704136  1.463
C: -4.568597 3.140199 -24.406695  -0.630
C: -3.467185 2.852099 -25.404691  -0.593
O: -3.098314 4.157304 -25.829258  -0.416
H: -3.362662 4.138703 -22.930318  -0.133
H: -4.897584 5.032108 -23.349982  -0.718
H: -4.714632 2.297061 -23.726890  0.370
H: -5.504617 3.320768 -24.935684  0.311
H: -2.614862 2.284969 -25.021843  0.247
H: -3.887404 2.206832 -26.178427  0.401
O: -4.197458 10.124961 -15.066741  -0.660
C: -3.040096 10.186376 -15.432952  0.630
C: -1.856664 9.386585 -14.943201  -0.485
C: -0.879595 9.476345 -16.109266  0.513
C: -1.337840 10.705839 -16.879695  -0.088
O: -2.715733 10.964277 -16.445831  -0.359
H: -1.548719 9.907670 -14.029868  0.348
H: -2.077878 8.367990 -14.637049  0.058
H: 0.160414 9.593810 -15.807533  0.593
H: -0.917116 8.549730 -16.677007  -0.778
H: -0.791339 11.616613 -16.649538  0.360
H: -1.371766 10.495863 -17.946451  -0.121
O: -8.683657 6.284234 -16.483812  -0.612
C: -7.878220 7.075480 -16.875615  0.431
C: -7.928809 8.020267 -18.063649  -0.490
C: -6.455617 8.088059 -18.407817  1.877
C: -5.808304 8.054908 -17.021717  0.100
O: -6.696923 7.249314 -16.237577  -0.371
H: -8.614493 7.745592 -18.862526  0.262
H: -8.372980 8.962817 -17.723817  0.407
H: -6.144967 7.169746 -18.918038  -0.758
H: -6.161342 8.896296 -19.075323  -0.663
H: -4.780311 7.700030 -17.071933  -0.398
H: -5.758565 9.040508 -16.549697  0.229
O: -1.764224 6.285610 -15.947255  -0.606
C: -1.680643 5.115188 -15.703006  0.142
C: -0.618364 4.113647 -16.057216  0.640
C: -1.272740 2.789293 -15.804993  -0.187
C: -2.320401 3.118363 -14.716130  -0.630
O: -2.629358 4.492506 -14.978819  -0.368
H: -0.265467 4.361719 -17.057997  -0.452
H: 0.175894 4.326449 -15.332609  0.384
H: -1.724756 2.341290 -16.689590  -0.232
H: -0.608451 2.014823 -15.417203  0.552
H: -3.249475 2.563387 -14.835323  0.249
H: -1.953662 2.919609 -13.709014  0.324
O: -3.423441 2.697426 -18.321627  -0.795
C: -4.388534 2.917079 -17.634589  -0.102
C: -4.918173 4.279221 -17.221264  2.127
C: -5.930097 3.934843 -16.145903  -0.209
C: -6.254621 2.462160 -16.383587  -0.622
O: -5.098477 1.954935 -17.053958  -0.468
H: -4.073019 4.903098 -16.951260  -1.005
H: -5.400373 4.658504 -18.127059  -0.258
H: -5.517227 4.135436 -15.155067  0.287
H: -6.824066 4.557704 -16.199016  -0.029
H: -6.394880 1.881779 -15.471291  0.407
H: -7.163883 2.319212 -16.967370  0.131
C: -1.631458 8.409799 -23.306863  -0.511
C: -1.838564 9.780985 -22.693997  1.002
C: -0.928792 10.254620 -21.599012  -0.873
O: -2.753796 10.447070 -23.113791  -0.577
H: -2.573179 7.893842 -23.473116  -0.095
H: -1.075763 7.702641 -22.680068  -0.024
H: -1.030572 8.470204 -24.215441  0.527
H: -1.313135 9.991525 -20.610617  -0.165
H: -0.717291 11.315084 -21.712860  0.448
H: 0.015369 9.702510 -21.612044  0.407
C: -6.496819 8.593636 -22.415929  -0.993
C: -6.874546 7.134489 -22.379339  0.718
C: -8.279222 6.809753 -21.904756  -0.749
O: -6.153947 6.244462 -22.779294  -0.555
H: -5.477364 8.647304 -22.792881  0.132
H: -6.599959 9.044034 -21.429231  0.101
H: -7.230469 9.035232 -23.094304  0.586
H: -8.192856 6.123878 -21.062391  -0.065
H: -8.806119 6.410008 -22.768784  0.408
H: -8.768345 7.711897 -21.536534  0.352
C: 0.291554 6.977400 -19.927271  0.512
C: 1.095526 7.417619 -18.725738  0.811
C: 2.064779 6.368056 -18.172312  -0.943
O: 1.127906 8.552084 -18.323676  -0.584
H: -0.552400 7.647358 -20.112850  -0.711
H: -0.277730 6.090960 -19.628307  -0.378
H: 0.823975 6.816266 -20.860676  0.582
H: 3.081641 6.755436 -18.152460  0.434
H: 2.039950 5.472663 -18.792152  0.125
H: 1.760523 6.140532 -17.149229  0.136

Cartesian forces, eV/Å:
-0.6 -0.5 0.9
0.3 0.2 -0.5
0.1 0.1 0.4
-0.1 0.5 -0.8
-0.1 0.3 0.3
0.1 0.1 -0.3
-0.1 0.0 -0.1
-0.1 -0.1 0.1
0.7 -0.5 0.0
0.2 -0.2 -0.2
0.3 0.7 0.4
-0.2 -0.2 -1.0
-0.4 0.0 1.0
0.2 0.3 0.0
-0.3 -0.6 0.1
0.0 -0.1 0.2
0.1 0.1 0.2
0.3 -0.1 -0.6
0.1 -0.1 0.0
0.0 -0.3 -0.2
0.8 -0.6 0.9
-0.6 0.4 -0.4
-0.2 0.1 -0.1
1.1 -0.1 -0.4
-1.1 0.0 0.1
0.1 0.3 -0.1
-0.1 0.0 0.0
-0.1 -0.2 0.0
0.1 0.1 0.1
0.1 0.0 0.0
-0.1 -0.6 -0.1
0.8 0.9 -0.3
-0.5 -0.2 0.8
-0.4 0.5 -1.0
0.2 -0.3 0.8
0.0 0.0 0.0
-0.1 0.0 0.2
0.2 0.0 -0.1
0.1 0.1 0.0
-0.1 -0.2 -0.4
0.1 0.1 0.4
-0.7 0.6 0.4
0.2 -0.4 -1.0
0.0 -0.6 1.0
-0.8 -0.6 0.2
0.7 -0.9 -1.1
0.0 0.2 0.1
0.6 -0.1 0.0
-0.1 0.1 0.0
0.0 0.1 0.0
0.1 0.4 0.3
0.3 0.6 -0.6
0.9 0.1 0.2
-2.0 -1.3 0.6
0.1 0.5 0.4
0.5 0.0 0.6
-0.7 -0.1 0.0
1.0 0.3 -1.0
0.3 0.0 -0.1
-0.4 0.1 -0.2
0.0 -0.1 0.0
-0.1 0.2 -0.3
0.2 -0.1 -0.2
0.1 0.4 -0.1
-0.3 -0.1 0.1
-0.1 0.3 0.0
-0.4 0.0 0.0
0.2 -0.1 -0.3
0.0 1.4 -0.5
0.3 -0.6 -0.1
0.2 -0.6 0.0
0.5 0.2 0.3
-0.2 -0.1 -0.1
0.1 0.3 0.4
-0.2 -0.6 0.3
-0.1 0.0 -0.1
0.1 0.4 -0.3
-0.4 -0.9 0.6
0.3 1.0 -0.1
-0.1 -1.4 0.6
0.1 -0.4 -1.3
-0.4 0.5 0.8
0.2 -0.4 0.0
0.2 -0.1 -0.2
-0.2 0.4 0.1
0.2 0.2 -0.1
0.0 0.0 -0.1
0.1 0.6 0.1
-0.2 -0.3 -0.1
-0.2 0.8 0.7
-0.2 -0.9 -0.7
-0.5 0.8 0.5
-0.2 0.4 0.7
0.2 -0.9 -0.7
-0.3 0.2 0.1
0.1 0.3 0.1
0.1 -0.3 0.0
0.0 -0.1 -0.1
0.3 0.1 0.0
0.3 0.0 -0.4
0.5 -0.8 0.8
-0.3 -0.9 -0.4
0.9 -0.4 0.0
-0.2 0.6 0.2
-0.1 0.4 -0.5
0.1 0.4 0.3
-0.3 0.2 -0.2
-0.4 0.3 -0.1
-0.2 0.1 0.3
0.0 0.1 -0.3
0.1 -1.0 -0.2
-0.6 0.2 0.1
0.6 0.8 0.3
-0.2 0.4 0.2
-0.1 0.5 -0.1
0.0 0.1 0.0
0.2 0.4 0.0
-0.4 -0.2 -0.4
-0.2 -0.3 0.3
-0.2 0.0 -0.2
-1.9 0.1 0.7
1.6 -0.4 -1.2
-0.6 0.1 -0.1
-0.5 0.4 0.4
0.4 0.5 -0.1
0.6 -0.5 -0.3
0.4 -0.2 0.2
-0.1 0.2 0.1
0.0 -0.1 0.2
0.1 -0.1 0.0

- HOMO (eV) = -8.09
- net charge = 0
- multiplicity = 1
- energy (eV) = -80346.3492
- SMILES = c1cc[nH]c1.c1cc[nH]c1.c1cc[nH]c1.c1cc[nH]c1.O=C1CCCO1.O=C1CCCO1.O=C1CCCO1.O=C1CCCO1.O=C1CCCO1.CC(C)=O.CC(C)=O.CC(C)=O
- M (g mol⁻¹) = 873.05

=====

(2)
The following is a quantum chemistry calculation of 7 unconnected molecules or ions with the total composition C14H44N2O7, from OMol25.

Last column: natural (NBO) charge in e.
Element x y z (Å)
C: -4.252850 0.183797 -0.243187  -0.268
O: -4.293710 -1.264823 0.028443  -0.573
C: -5.015860 -1.675183 1.157353  -0.075
C: -4.810930 -3.177103 1.468953  -0.063
C: -4.833710 -4.068233 0.213133  -0.627
N: -5.803860 -3.627573 2.427633  -0.808
H: -4.378040 0.354007 -1.312517  0.192
H: -3.303900 0.595287 0.100683  0.195
H: -5.089250 0.752157 0.163623  0.175
H: -4.678590 -1.056513 1.988973  0.168
H: -6.012270 -1.425643 0.792673  0.168
H: -3.907610 -3.351063 2.053643  0.166
H: -4.088190 -3.653693 -0.465437  0.227
H: -5.788490 -4.034493 -0.311607  0.205
H: -4.544850 -5.112893 0.328693  0.218
H: -6.661480 -3.483963 1.913873  0.347
H: -5.709200 -3.000943 3.214073  0.350
C: 2.775410 0.683397 -2.514007  -0.254
O: 3.561880 1.373457 -3.474077  -0.552
C: 4.925680 1.570047 -2.989037  -0.074
C: 5.657790 2.653317 -3.830597  -0.073
C: 5.492920 2.334127 -5.314837  -0.624
N: 7.105530 2.667237 -3.823907  -0.808
H: 3.043110 1.107147 -1.546087  0.168
H: 2.824970 -0.402353 -2.596397  0.173
H: 1.741460 1.017907 -2.598527  0.192
H: 4.906360 2.032147 -2.002027  0.167
H: 5.416050 0.596587 -2.992117  0.167
H: 5.288930 3.629667 -3.516317  0.187
H: 5.746400 1.290997 -5.503857  0.201
H: 6.013310 3.033727 -5.968947  0.218
H: 4.472350 2.545577 -5.633917  0.223
H: 7.364550 2.032267 -4.565407  0.347
H: 7.535160 2.206377 -3.034527  0.344
C: 0.170550 -0.044403 0.050843  -0.663
C: 0.203310 1.153777 1.014863  -0.080
O: -1.011010 1.744807 1.318903  -0.760
H: -0.714120 -0.665973 0.189083  0.218
H: 0.946840 -0.802293 0.156103  0.214
H: 0.210180 0.225107 -1.004567  0.202
H: 0.946120 1.901927 0.738093  0.177
H: 0.420880 0.771717 2.012253  0.168
H: -1.405450 1.058467 1.862003  0.506
C: 0.494260 -3.502813 1.759283  -0.250
O: -0.714590 -2.757793 1.981573  -0.758
H: 0.585870 -4.427263 2.329463  0.175
H: 0.564990 -3.705473 0.690623  0.176
H: 1.285130 -2.851343 2.131053  0.194
H: -1.482480 -3.306783 1.806773  0.479
C: -2.596740 -0.740963 3.999603  -0.247
O: -1.706080 -0.270253 3.011233  -0.782
H: -1.940930 -0.655983 4.866083  0.182
H: -3.431390 -0.042343 4.057923  0.186
H: -2.864090 -1.786063 3.843493  0.168
H: -1.192080 -0.991313 2.640473  0.508
C: 3.755820 1.979787 2.712903  -0.256
O: 3.598580 0.806537 3.571263  -0.732
H: 4.204250 1.786567 1.738393  0.162
H: 2.826250 2.511937 2.510863  0.190
H: 4.434740 2.716697 3.142013  0.168
H: 4.420470 0.587777 4.016503  0.470
C: -1.945890 2.543687 -1.794837  -0.253
O: -1.230790 3.497917 -0.980847  -0.744
H: -2.060030 3.017507 -2.769807  0.187
H: -1.488590 1.555387 -1.747497  0.162
H: -2.900710 2.343747 -1.308597  0.153
H: -1.082350 3.022917 -0.159907  0.484

Cartesian forces, eV/Å:
-0.2 -1.3 0.1
1.5 1.3 -1.4
0.4 0.3 -1.0
0.1 -0.6 -0.2
0.8 0.8 -0.2
0.0 -0.1 -0.6
0.4 -0.4 -0.1
-0.1 0.0 0.1
-0.1 -0.3 0.6
-0.5 -0.1 0.5
-0.9 -0.5 1.2
0.8 0.4 -0.6
-0.1 0.1 -0.2
-0.2 0.1 0.1
-0.2 0.1 0.6
-0.8 0.1 0.8
-0.7 0.0 0.3
-0.2 1.3 0.1
1.1 0.2 0.4
-0.7 0.8 -0.7
-0.1 -1.2 -1.5
-2.5 1.3 -0.6
1.2 -0.7 1.1
0.2 -0.7 0.5
0.3 0.0 0.2
-0.1 -0.2 -0.6
-0.2 -0.6 0.5
0.4 0.0 0.1
-0.2 0.0 -0.3
0.0 0.1 -0.1
0.7 -0.2 0.3
-0.4 -0.7 0.0
0.5 0.2 -0.2
0.0 0.3 0.8
-0.3 -0.2 -0.6
1.4 -1.5 1.0
-1.3 1.0 -1.4
-0.4 0.3 0.1
0.6 0.5 0.5
-0.2 0.3 0.0
-0.1 0.0 -0.1
1.5 -0.4 -0.1
-1.0 0.1 0.5
-0.2 0.6 0.1
0.1 -0.2 0.4
-0.4 -0.1 0.0
0.4 0.0 0.0
0.1 0.0 -0.4
0.0 -0.1 -0.1
1.4 0.4 0.5
-0.1 0.6 -1.4
-0.9 -0.3 0.9
-0.1 -0.3 0.1
-0.4 0.1 0.0
0.1 -0.6 0.0
0.8 -0.1 0.5
-0.5 1.1 -1.1
-0.1 -0.7 -0.1
-0.3 -0.6 0.5
0.0 0.0 0.4
0.1 0.3 -0.2
0.0 0.7 1.3
-0.1 -0.6 -0.7
0.0 -0.6 0.0
0.5 0.1 -0.7
-0.5 0.4 -0.4
0.0 0.1 0.6

- HOMO (eV) = -9.51
- energy above the lowest of the compared OMol25 structures with the same formula, charge and spin (kcal per mole) = 90.9
- net charge = 0
- multiplicity = 1
- energy (eV) = -32539.1951
- SMILES = COC[C@H](C)N.COC[C@H](C)N.CCO.CO.CO.CO.CO
- M (g mol⁻¹) = 352.51

=====

(3)
The following is a quantum chemistry calculation of 2 unconnected molecules or ions with the total composition C4H10N2, from OMol25.

Last column: natural (NBO) charge in e.
Element x y z (Å)
C: 0.605627 2.493764 -1.693607  -0.488
C: -0.428842 2.760171 -0.904831  -0.027
N: -0.503596 3.158822 0.464129  -0.806
H: 1.646656 2.492085 -1.386481  0.188
H: 0.459013 2.127722 -2.706819  0.203
H: -1.265569 2.158065 -1.268323  0.191
H: 0.259841 3.771724 0.711505  0.368
H: -1.382925 3.655431 0.512902  0.370
C: 1.062555 -2.164366 0.268551  -0.049
N: 0.777621 -3.119867 1.023307  -0.388
C: -0.624657 -3.437551 1.284310  -0.445
H: 2.078735 -1.833824 0.055194  0.168
H: 0.322530 -1.510452 -0.202461  0.131
H: -1.282394 -2.957492 0.541014  0.164
H: -0.776002 -4.471111 1.027909  0.208
H: -0.948593 -3.123119 2.273700  0.212

Cartesian forces, eV/Å:
1.1 0.1 0.0
0.0 -2.0 0.3
-0.2 -0.1 -1.7
0.0 0.7 0.1
-0.3 -0.2 0.3
-0.8 1.2 0.2
0.0 0.1 0.1
0.0 0.2 0.7
-0.2 0.9 -0.3
0.2 -0.3 0.7
0.0 0.8 -1.7
0.2 -0.5 0.2
-0.4 -0.1 -0.1
0.0 0.5 0.2
0.0 -0.7 0.8
0.2 -0.4 0.1

- HOMO (eV) = -8.75
- energy above the lowest of the compared OMol25 structures with the same formula, charge and spin (kcal per mole) = 58.6
- net charge = 0
- multiplicity = 1
- energy (eV) = -7288.0782
- SMILES = C=CN.C=NC
- M (g mol⁻¹) = 86.14

=====

Number 1: HOMO-LUMO gap 8.529 eV. Number 2: HOMO-LUMO gap 9.960 eV. Number 3: HOMO-LUMO gap 9.700 eV.